(1)
DFT (wB97M-V/def2-TZVPD) results for 2 unconnected molecules or ions with the total composition C20H36IN4O4S.

Structure (XYZ):
```
66
Properties=species:S:1:pos:R:3:forces:R:3
C -2.16517 2.91602 0.23566 -0.17 0.04 -0.14
O -3.04629 1.83051 0.46577 -0.12 0.09 0.04
C -3.29769 1.06162 -0.68781 0.39 0.21 0.27
C -4.71037 0.50839 -0.61424 -0.75 -0.12 -0.71
C -5.64561 1.38127 -1.42133 -0.82 1.61 1.11
O -6.18428 2.36539 -1.00294 0.66 -1.25 -0.69
I -6.01799 0.80925 -3.49157 0.15 -0.08 0.00
C -2.24216 -0.01839 -0.83805 -0.13 -0.75 -0.01
N -2.23950 -0.93704 0.30055 -0.07 0.54 -0.12
C -2.32568 -0.71003 -2.21855 0.27 0.42 0.31
C -1.16774 -0.22090 -3.07241 -0.49 -0.53 -0.26
C -1.22674 -0.73001 -4.50405 0.44 0.70 -0.32
C -0.45383 0.14777 -5.52167 -0.15 -0.02 0.82
S 0.97648 1.03818 -4.80151 0.25 0.09 -0.03
C 0.26688 2.61593 -4.54907 0.09 -1.55 -1.31
N 0.22147 3.33088 -3.51510 0.12 0.76 1.69
N -0.46624 4.48864 -3.87707 0.41 0.74 2.22
C -0.78008 4.36382 -5.07550 -0.16 -0.94 -1.91
O -0.34344 3.18133 -5.60462 -0.47 0.58 -0.70
H -1.56615 2.78493 -0.66065 0.12 -0.12 -0.26
H -2.74840 3.82588 0.12166 -0.01 0.26 0.02
H -1.47029 3.01994 1.05790 -0.01 -0.04 0.36
H -3.23991 1.71804 -1.55962 0.11 0.03 -0.30
H -5.10350 0.53153 0.39084 0.14 -0.02 0.42
H -4.78955 -0.49182 -1.02137 0.16 -0.28 0.03
H -1.28440 0.48560 -0.78757 0.27 0.25 0.03
H -3.02973 -1.56606 0.25839 0.08 -0.25 -0.01
H -1.37475 -1.45609 0.24171 -0.05 -0.34 0.30
H -3.26919 -0.48815 -2.71172 -0.20 0.04 -0.15
H -2.28518 -1.78306 -2.08153 0.02 -0.34 0.01
H -1.20540 0.86314 -3.04091 0.21 0.30 -0.11
H -0.24094 -0.55258 -2.62566 0.35 0.20 0.27
H -2.26591 -0.69936 -4.80843 -0.28 -0.33 -0.25
H -0.84612 -1.74080 -4.57717 -0.14 -0.35 0.14
H -0.04161 -0.42454 -6.33832 0.01 -0.19 -0.24
H -1.14247 0.87353 -5.92181 0.04 0.37 -0.29
H -1.32948 5.01398 -5.71826 -0.18 0.28 -0.16
C 4.35721 0.04539 2.89391 0.10 -0.15 0.11
C 2.84169 -0.07554 2.60732 1.39 0.84 0.12
C 2.04217 0.18990 3.88543 -0.39 -0.31 0.25
C 2.06205 -0.96828 4.88211 0.07 -0.01 -0.07
C 1.66947 -2.27756 4.20151 -0.25 0.43 0.15
C 2.51427 -2.58151 2.96485 1.08 -1.08 0.43
N 2.53081 -1.41904 2.03029 -1.88 0.42 0.71
O 1.41896 -1.36548 1.37723 0.20 -0.19 -0.63
C 3.94377 -2.96589 3.39074 0.15 0.19 0.07
C 1.96042 -3.81510 2.25978 -0.33 0.08 -0.35
C 2.51918 1.01819 1.59339 -0.35 -0.10 -0.32
H 4.94089 -0.54218 2.18492 -0.03 -0.03 0.00
H 4.68655 1.07889 2.79507 -0.15 0.06 -0.02
H 4.62819 -0.26228 3.90314 -0.02 -0.07 -0.04
H 1.00051 0.39828 3.62129 0.02 -0.05 -0.12
H 2.42688 1.09298 4.36388 0.07 0.05 -0.11
H 3.04729 -1.05821 5.34827 0.01 -0.02 -0.04
H 1.36320 -0.75804 5.69392 0.02 0.01 0.01
H 1.75490 -3.10463 4.90933 0.08 -0.08 -0.08
H 0.61406 -2.22255 3.91624 0.04 0.01 -0.14
H 4.59004 -3.08369 2.51993 -0.02 0.02 -0.02
H 3.92729 -3.91749 3.92186 -0.13 -0.04 -0.05
H 4.40970 -2.25308 4.06588 -0.02 0.03 -0.07
H 0.90950 -3.70554 1.99767 0.05 0.10 -0.05
H 2.04377 -4.67979 2.91700 0.09 0.05 0.10
H 2.52079 -4.02898 1.34812 0.00 0.03 0.00
H 3.04275 0.85005 0.65070 -0.01 -0.03 0.01
H 2.83710 1.98192 1.98895 0.09 -0.04 0.11
H 1.45255 1.08988 1.38663 0.03 -0.13 -0.04
```
Positions in Å, forces in eV/Å.

E_LUMO (alpha / beta)   0.0113 / 0.0112 Ha
⟨S²⟩   0.75
Energy above the lowest of the compared OMol25 structures with the same formula, charge and spin   0.00 kcal per mole
DFT total energy   -54406.8844 eV
Spin multiplicity   2
HOMO level (alpha / beta)   -8.50 / -9.12 eV
HOMO-LUMO gap (alpha / beta)   8.811 / 9.427 eV


(2)
DFT (wB97M-V/def2-TZVPD) results for C20H36N2O3S in the gas phase.

Structure (XYZ):
```
62
Properties=species:S:1:pos:R:3:forces:R:3
C -2.46400 1.83354 3.68248 -0.28 -0.08 0.08
O -2.11383 0.51006 4.01974 0.26 0.22 0.27
C -0.95461 0.00996 3.38744 -0.24 -0.48 -0.34
C -1.29663 -1.00466 2.27962 0.51 0.07 0.07
C -0.68567 -2.37582 2.54961 -0.11 0.01 -0.26
C -0.84785 -3.42465 1.42687 -0.17 0.01 0.28
C -2.02949 -3.22976 0.47364 0.31 -0.14 0.08
C -1.78791 -2.26290 -0.69836 -0.43 -0.23 -0.18
C -3.01455 -1.40624 -1.07951 0.10 0.04 0.31
C -2.93196 0.09318 -0.76291 0.15 -0.11 -0.37
C -1.65445 0.79955 -1.25520 -0.39 0.29 0.42
C -1.04827 1.76655 -0.22793 0.12 0.30 -0.64
C 0.45457 2.00078 -0.39230 -0.03 0.09 0.71
C 1.29275 0.84713 0.16951 -0.06 0.02 -0.84
C 2.76907 0.71815 -0.25018 0.03 0.25 0.50
C 3.61671 2.00412 -0.43328 0.02 -0.04 0.51
N 3.15945 3.23208 0.20517 -0.86 1.41 -1.48
C 2.72121 4.19861 -0.42015 0.96 -1.55 0.77
S 2.15999 5.41640 -1.21205 -0.09 0.08 0.24
C 3.98747 2.07668 -1.90148 -0.33 0.06 -1.06
O 4.47515 3.00845 -2.48992 -0.12 -0.23 0.53
N 3.73385 0.81854 -2.51518 0.43 0.10 1.63
C 3.16653 -0.11988 -1.49127 0.31 -0.19 -0.33
C 2.14734 -1.06599 -2.12199 0.05 0.68 -0.45
C 1.21244 -0.34865 -3.09176 -0.10 -0.26 0.25
O 0.19717 -1.21144 -3.57661 0.08 0.05 -0.26
H -1.59750 2.43665 3.41366 0.14 0.02 -0.07
H -2.93206 2.29079 4.55086 -0.06 0.00 0.09
H -3.18810 1.85060 2.86543 0.01 0.05 -0.20
H -0.35725 0.82137 2.97032 0.04 0.20 0.06
H -0.34583 -0.48803 4.14188 0.00 0.01 0.20
H -2.37773 -1.07521 2.20824 -0.15 0.05 -0.06
H -0.91008 -0.63638 1.33110 -0.15 0.06 -0.11
H 0.38027 -2.23925 2.73277 0.11 -0.02 0.16
H -1.11932 -2.76314 3.47113 -0.01 -0.02 0.13
H -0.99362 -4.38827 1.91337 0.15 -0.14 0.02
H 0.08513 -3.51039 0.87041 0.03 0.03 -0.22
H -2.25910 -4.20771 0.05356 -0.15 -0.08 -0.03
H -2.90581 -2.94992 1.05612 -0.12 0.17 0.01
H -0.90087 -1.66057 -0.51251 0.02 0.16 0.08
H -1.55639 -2.88508 -1.56390 0.26 -0.02 -0.07
H -3.25835 -1.54338 -2.13097 0.10 0.06 -0.18
H -3.86546 -1.80563 -0.52822 -0.19 -0.05 -0.08
H -3.07052 0.24727 0.30521 0.11 0.02 0.15
H -3.77733 0.57044 -1.25563 -0.22 0.04 0.14
H -1.92008 1.40018 -2.12282 0.16 -0.10 -0.28
H -0.90643 0.08952 -1.59101 0.05 -0.16 0.10
H -1.52264 2.73798 -0.37407 -0.18 0.05 0.15
H -1.27820 1.47528 0.79586 0.08 -0.18 0.11
H 0.71152 2.23381 -1.42540 -0.05 -0.03 -0.16
H 0.68292 2.89142 0.18651 0.09 0.11 -0.07
H 1.26156 0.87736 1.25549 -0.05 0.11 0.14
H 0.79727 -0.08452 -0.11398 0.05 -0.15 0.08
H 3.23689 0.20883 0.58906 -0.10 -0.18 0.09
H 4.57589 1.77895 0.03814 0.16 0.03 0.00
H 4.65565 0.46678 -2.74901 -0.14 0.02 -0.94
H 3.99050 -0.75819 -1.16670 0.06 -0.02 0.12
H 2.69484 -1.80487 -2.70289 -0.02 -0.30 0.11
H 1.56946 -1.56868 -1.34949 -0.01 -0.20 0.08
H 1.75878 -0.01668 -3.96538 0.10 0.10 -0.07
H 0.79472 0.53220 -2.60271 -0.10 0.11 -0.14
H -0.41723 -1.40729 -2.86842 -0.15 -0.09 0.21
```
Positions in Å, forces in eV/Å.

E_LUMO   0.0107 Ha
Energy above the lowest of the compared OMol25 structures with the same formula, charge and spin   42.52 kcal per mole
DFT total energy   -41280.4753 eV
SMILES   COCCCCCCCCCCCC[C@@H]1[C@H](N=C=S)C(=O)N[C@@H]1CCO
Spin multiplicity   1
HOMO level   -9.38 eV
HOMO-LUMO gap   9.673 eV


(3)
DFT (wB97M-V/def2-TZVPD) results for 4 unconnected molecules or ions with the total composition C20H36NO10P.

Structure (XYZ):
```
68
Properties=species:S:1:pos:R:3:forces:R:3
C 3.43855 -1.19228 -0.05768 0.32 0.16 -0.33
C 2.61406 0.03572 -0.47479 -0.22 -0.16 0.31
C 1.13552 -0.03335 -0.05831 0.15 -0.20 -0.19
O 0.82034 0.91837 0.95973 -0.07 0.00 0.08
C 0.00485 1.97694 0.52703 0.02 -0.12 -0.13
C -1.42071 1.50894 0.37519 0.18 0.18 -0.01
C -2.17863 1.68643 -0.69758 -0.03 -0.27 0.12
O -1.73127 2.42594 -1.80282 -0.02 0.15 0.04
C -1.25762 1.69505 -2.76539 -0.05 -0.10 0.05
N -0.81232 1.04120 -3.60104 0.02 0.06 -0.05
C -3.57611 1.16595 -0.79824 0.08 0.01 -0.20
O -4.36000 1.64413 -1.57851 0.06 -0.07 -0.04
C -3.90547 0.03891 0.12921 -0.22 0.12 0.26
P -5.22018 -1.13107 -0.27593 0.08 -0.14 -0.24
O -4.73842 -2.19123 -1.16306 0.05 0.01 -0.03
O -6.40719 -0.24679 -0.82008 -0.09 -0.20 0.09
O -5.78459 -1.66281 1.11885 0.34 0.12 0.09
C -3.17246 -0.12459 1.23157 -0.08 0.05 -0.22
C -2.03690 0.79023 1.53318 -0.04 0.05 0.10
O -1.65947 0.97201 2.66223 0.06 -0.10 -0.01
H 4.10690 -1.49264 -0.86633 0.00 -0.08 0.02
H 2.82093 -2.05324 0.19843 -0.07 0.01 -0.04
H 4.07145 -0.99304 0.80159 -0.12 -0.02 0.02
H 3.01645 0.92194 0.01731 0.07 0.10 -0.19
H 2.67645 0.18372 -1.55244 0.01 0.06 -0.02
H 0.91322 -1.02380 0.34533 -0.04 0.03 0.07
H 0.48830 0.10229 -0.93159 -0.06 0.10 0.06
H 0.35704 2.36517 -0.43217 0.00 0.18 0.06
H 0.05029 2.76443 1.27818 0.02 -0.01 0.03
H -6.88928 -0.77398 -1.47532 -0.11 0.23 -0.06
H -5.21546 -2.37955 1.43155 -0.25 -0.15 0.07
H -3.38953 -0.88880 1.96628 0.01 0.10 0.13
C -6.47845 4.62619 1.26471 0.05 -0.03 0.07
C -5.30634 5.40217 0.68515 -0.16 -0.08 -0.12
C -5.57092 5.83513 -0.74790 0.08 0.02 -0.01
O -4.10852 4.62882 0.76106 0.13 -0.03 0.08
H -6.65561 3.71979 0.67817 -0.02 0.02 -0.03
H -6.26982 4.32846 2.29241 0.00 0.02 0.00
H -7.39194 5.22207 1.25291 0.00 0.00 -0.01
H -5.10943 6.28043 1.30217 0.04 -0.01 0.01
H -5.72394 4.95836 -1.38354 -0.04 0.00 0.01
H -4.72116 6.39221 -1.14228 0.00 0.01 0.01
H -6.46036 6.46320 -0.81278 -0.01 -0.01 0.00
H -4.23681 3.84289 0.21900 -0.06 0.02 -0.09
C 6.35303 -3.50854 -4.95921 0.07 0.00 0.04
C 5.51167 -3.34384 -3.70351 -0.07 0.07 -0.14
C 4.05854 -3.03749 -4.03165 -0.02 0.01 0.08
O 6.05868 -2.33309 -2.85819 0.01 -0.03 0.06
H 6.34501 -2.58336 -5.54257 -0.04 -0.01 -0.02
H 7.38736 -3.73338 -4.69960 -0.01 -0.01 0.01
H 5.96885 -4.31107 -5.59025 -0.01 0.00 0.00
H 5.56360 -4.25853 -3.11031 0.01 0.01 0.03
H 3.98649 -2.09881 -4.58861 0.01 -0.02 -0.04
H 3.47467 -2.93072 -3.11713 0.01 -0.01 0.00
H 3.61354 -3.82683 -4.63888 0.01 0.00 -0.01
H 6.03384 -1.49912 -3.34019 0.01 0.01 0.00
C 2.13385 -2.39719 3.92404 -0.01 -0.01 -0.08
C 3.58682 -2.82967 3.79557 -0.08 0.11 0.12
C 4.29727 -2.82798 5.13967 0.08 -0.01 -0.04
O 4.27117 -1.99972 2.85817 0.06 -0.10 0.20
H 2.07461 -1.37651 4.31198 0.00 -0.01 0.04
H 1.64330 -2.41164 2.95023 0.01 -0.01 0.00
H 1.58434 -3.05190 4.60205 0.00 0.00 0.01
H 3.63119 -3.83103 3.36333 0.02 0.00 -0.03
H 4.29758 -1.82001 5.56422 -0.04 0.00 0.02
H 5.33366 -3.14480 5.02452 -0.01 -0.01 -0.01
H 3.80486 -3.49494 5.84863 -0.01 0.00 0.00
H 4.26058 -1.09981 3.20423 0.01 0.00 0.00
```
Positions in Å, forces in eV/Å.

E_LUMO   -0.0751 Ha
Energy above the lowest of the compared OMol25 structures with the same formula, charge and spin   0.00 kcal per mole
DFT total energy   -52576.9405 eV
SMILES   CCCOCC1=C(OC#N)C(=O)C(P(=O)(O)O)=CC1=O.CC(C)O.CC(C)O.CC(C)O
Spin multiplicity   1
HOMO level   -10.14 eV
HOMO-LUMO gap   8.097 eV